1.
The following is a DFT calculation (the ωB97M-V functional and the def2-TZVPD basis) of a cluster of 5 separate species, C13H35NO5 in total.

Geometry as XYZ:
```
54
C13H35NO5 | OMol25 | the ωB97M-V functional and the def2-TZVPD basis
H 0.04 2.72 -1.04
H -3.72 5.20 -0.21
H -0.91 0.07 4.18
H 3.33 -4.25 -2.56
H 0.22 -2.40 -3.86
H 0.92 -3.98 -4.19
H -0.86 -3.90 0.38
H 1.96 -5.32 -2.62
H 0.38 1.93 2.37
H -1.69 3.31 -0.66
H -2.45 4.42 2.99
H 1.96 0.02 1.30
H -2.58 5.93 -1.30
C 0.09 -3.61 -0.07
H 0.89 0.21 -0.09
H 1.93 -2.62 -4.29
C 3.08 -2.34 0.53
H 4.01 -1.83 0.26
C 0.09 -3.71 -1.54
H -1.24 3.16 1.43
H 2.70 0.27 -0.18
H -2.16 5.57 0.41
C 1.42 -3.20 -2.19
H -3.91 7.48 -0.80
C -0.84 2.67 -0.41
H -0.22 -0.08 2.53
H -1.22 1.64 -0.40
O 0.26 1.69 3.29
C -2.93 5.95 -0.27
H -1.56 0.91 2.89
O -3.14 2.96 1.55
H 3.63 -1.88 -2.11
C 1.10 -3.02 -3.70
C 0.49 -2.32 0.42
O -3.33 7.32 -0.06
H -0.22 -4.69 -1.89
C 1.83 -0.23 0.24
H 2.98 -2.20 1.61
H 2.59 -4.86 -1.13
H -0.35 -1.64 0.27
H -2.95 3.02 3.66
O -0.46 3.07 0.88
H -0.81 -3.25 -1.96
C -0.59 0.61 3.29
H 3.32 -3.39 0.33
C -3.18 3.64 2.79
C 1.85 -1.74 -0.16
C 2.36 -4.44 -2.11
H 0.51 -2.36 1.51
H -4.16 4.13 2.82
N 1.79 -1.83 -1.63
O 2.91 -1.26 -2.22
H 0.87 -4.24 0.37
H -4.04 2.69 1.35
```

ΔE to the lowest compared entry with this formula, charge and spin ... 36.9 kcal per mole
HOMO-LUMO gap ... 9.13 eV
LUMO ... 0.39 eV
Structure (SMILES) ... CC1(C)CCCC(C)(C)N1O.CO.CO.CO.CO
HOMO level ... -8.739 eV
DFT total energy ... -947.09373 a.u.
Charge ... 0

Atom charges from the Löwdin analysis, given in e for atoms 1 to 2: 0.09 0.06

2.
The following is a DFT calculation (the ωB97M-V functional and the def2-TZVPD basis) of a structure of composition C32H32Cl2N12PPt.

Geometry as XYZ:
```
80
C32H32Cl2N12PPt | OMol25 | the ωB97M-V functional and the def2-TZVPD basis
C -0.81 1.38 -3.68
N 3.52 -5.65 -3.08
C -0.75 -1.76 4.08
Cl 2.80 1.34 -0.24
H -4.98 0.81 -1.47
C 0.07 -1.17 -2.71
H 3.54 -3.42 -4.24
H -3.47 -0.81 5.04
N 0.16 2.53 1.79
H -1.88 5.52 4.06
C -0.26 1.19 -2.40
H 4.93 1.54 1.53
N -2.06 0.48 -0.04
C 3.09 -4.48 -2.58
C -2.19 4.55 3.67
H -1.55 2.75 -5.14
C 0.14 -3.39 -4.48
H -2.07 -0.77 6.13
H -4.87 2.80 1.57
H 0.28 2.22 -0.60
C -2.85 0.28 -1.14
H -2.59 0.71 5.32
C -2.49 -0.37 5.22
N -1.08 3.96 2.94
H -0.23 4.45 -1.44
C -1.43 0.00 2.95
Cl 2.80 -3.59 2.10
H -1.03 0.54 -4.31
C 3.38 0.21 0.93
C 3.41 -1.96 1.88
C 4.56 -1.65 2.59
C 0.84 3.69 1.94
H -5.95 2.09 0.36
H 5.01 -2.40 3.21
N 1.60 -1.32 0.29
C -0.52 -2.40 -2.38
H 4.14 -5.68 -3.87
N -4.06 1.26 0.40
H 1.24 -2.08 -5.78
C 2.77 -1.05 1.03
H -2.47 -0.17 -2.04
H 2.72 -2.55 -3.04
C -0.10 -1.71 2.88
Pt -0.20 -0.32 0.15
N 2.48 -4.54 -1.39
C -2.81 1.06 0.89
C -1.00 2.71 2.39
C -0.48 -3.49 -3.24
N -0.01 -0.08 -1.86
C 2.12 -3.43 -0.85
H -0.96 -4.41 -2.95
C -0.90 3.78 -3.37
H -3.06 4.70 3.03
C -0.07 2.34 -1.62
N -1.58 -0.68 4.12
C -4.09 0.76 -0.87
C -5.18 1.87 1.09
N 1.66 -2.48 -0.36
H 5.99 -0.12 3.06
N -0.52 -0.60 2.20
C -1.12 2.65 -4.15
P -2.35 1.53 2.58
H 3.49 -6.44 -2.47
C 0.09 4.59 2.65
H 1.83 3.82 1.54
H -0.68 -2.46 4.89
H -2.48 3.92 4.51
H -1.04 -2.48 -1.42
H -5.59 1.19 1.84
C 4.50 0.55 1.66
H 0.63 -2.39 2.48
C 0.75 -1.11 -3.94
C -0.39 3.60 -2.09
N 3.28 -3.36 -3.27
H -1.14 4.76 -3.74
H 0.28 5.60 2.96
H 0.14 -4.22 -5.17
C 0.75 -2.19 -4.82
C 5.10 -0.38 2.50
H 1.24 -0.19 -4.22
```

ΔE to the lowest compared entry with this formula, charge and spin ... 0.0 kcal per mole
HOMO-LUMO gap ... 6.68 eV
LUMO ... -1.89 eV
HOMO level ... -8.575 eV
DFT total energy ... -3276.57766 a.u.
Charge ... +1

Atom charges from the Löwdin analysis, given in e for atoms 1 to 2: -0.06 0.20

3.
The following is a DFT calculation (the ωB97M-V functional and the def2-TZVPD basis) of an isolated molecule of C4H4O.

Geometry as XYZ:
```
9
C4H4O | OMol25 | the ωB97M-V functional and the def2-TZVPD basis
C -1.13 0.33 0.07
C 0.01 1.24 -0.08
H 2.33 0.48 0.49
H -2.18 0.37 -0.02
H 1.21 -1.66 -0.11
H -0.04 2.38 -0.08
C 0.65 -0.90 -0.11
O -0.72 -0.92 0.05
C 1.22 0.29 0.01
```

ΔE to the lowest compared entry with this formula, charge and spin ... 47.1 kcal per mole
HOMO-LUMO gap ... 9.83 eV
LUMO ... 1.10 eV
Structure (SMILES) ... c1ccoc1
HOMO level ... -8.730 eV
DFT total energy ... -229.95286 a.u.
Charge ... 0

Atom charges from the Löwdin analysis, given in e for atoms 1 to 2: -0.14 -0.03

4.
The following is a DFT calculation (the ωB97M-V functional and the def2-TZVPD basis) of a structure of composition C27H41CeN7O2S2.

Geometry as XYZ:
```
80
C27H41CeN7O2S2 | OMol25 | the ωB97M-V functional and the def2-TZVPD basis
C -2.01 -1.80 1.62
N 0.32 -0.18 2.32
C -0.32 -2.02 -3.11
H 3.44 -0.46 3.55
H 2.99 -4.19 -1.72
H 0.08 5.02 -2.57
H -4.80 -2.26 -4.20
H 1.36 -3.99 -0.93
C 2.55 -0.85 3.04
C -0.63 -0.46 3.16
H 1.99 -3.89 2.01
S 2.55 0.80 -2.04
N -0.27 4.70 -0.55
C 1.60 0.29 2.79
S 0.74 2.53 0.56
Ce 0.30 -0.30 -0.11
H 1.51 0.87 3.70
H -2.31 2.67 2.71
C -3.95 -2.03 3.62
C -3.38 -0.14 -2.06
H 0.33 3.33 -2.05
C -2.65 -2.12 -3.83
C -1.82 -1.15 2.86
H -3.56 0.70 -1.41
H 3.82 -2.28 1.98
H -1.15 6.66 -0.92
H 3.70 -2.06 -0.53
C -4.35 -0.77 -2.80
H -2.43 -2.97 -4.46
H 1.54 4.50 -1.62
C -1.65 -1.52 -3.07
C -2.82 -1.31 3.84
C 1.33 -3.13 1.56
C 0.48 4.38 -1.82
C 3.09 -1.50 1.78
H 1.72 -3.13 -3.38
H -4.76 -2.11 4.35
H 5.92 -0.32 -2.44
H -4.94 -3.33 2.25
N 0.55 -1.86 -2.18
H 0.67 -3.62 0.90
H -0.10 -2.67 -3.95
H -5.35 -0.47 -2.63
H 2.58 -1.81 -2.60
H -2.53 5.20 0.01
H -0.51 2.82 2.81
H 5.02 0.24 -1.06
C -2.05 -0.49 -2.21
C -2.62 4.77 0.97
C -3.99 -1.79 -3.68
H -3.12 -3.19 0.50
H 4.86 -0.61 -4.41
C 3.95 0.09 -2.74
C -0.45 3.79 0.39
C 1.81 -2.56 -2.45
C -0.38 6.17 -0.28
O -1.13 -1.65 0.60
H -3.52 4.15 0.99
H 3.19 -0.15 -4.61
C 2.95 -2.76 -0.15
N 5.03 -0.18 -1.98
C -1.45 3.32 2.58
H -1.53 4.13 3.30
H 3.59 -0.68 1.23
H -0.60 6.35 0.77
C -4.09 -2.70 2.41
C -3.11 -2.66 1.44
O -1.10 0.20 -1.51
H -2.72 5.52 1.75
H 3.53 -3.52 0.34
H 0.71 -2.71 2.34
H -2.70 -0.84 4.81
N 3.99 -0.30 -4.01
H 0.57 6.64 -0.55
H 2.06 0.93 2.04
N 2.09 -2.07 0.85
C 2.24 -3.48 -1.31
N -1.46 3.93 1.26
H 2.08 -1.54 3.74
H -0.53 -0.17 4.23
```

ΔE to the lowest compared entry with this formula, charge and spin ... 0.6 kcal per mole
HOMO-LUMO gap ... 6.99 eV
LUMO ... -6.38 eV
HOMO level ... -13.370 eV
DFT total energy ... -2858.34884 a.u.
Charge ... +2

Atom charges from the Löwdin analysis, given in e for atoms 1 to 2: -0.25 -0.10

- HOMO-LUMO gap of number 2 (C32H32Cl2N12PPt)?
  6.68 eV

- Which value of ΔE to the lowest compared entry with this formula, charge and spin does entry 1 give?
  36.9 kcal per mole

- Look up the charge of the fourth one.
  +2